[1]
Formula: C30H51CuN3O7P3S
Source: OMol25
Level of theory: the ωB97M-V functional and the def2-TZVPD basis

- Orbital gap (spin up / spin down): 7.75 / 6.52 eV
- F_max: 0.69 eV Å⁻¹
- HOMO (spin up / spin down): -10.66 / -10.57 eV

```
! RIJCOSX wB97M-V def2-TZVPD def2/J DEFGRID3
* xyz 1 2
Cu 0.66395 1.13257 0.01507
C 5.58332 1.67053 -2.84665
P 4.16541 1.80084 -1.68117
C 4.95542 1.20807 -0.12682
C 4.22747 3.61879 -1.36985
C 3.19847 4.09002 -0.32931
P 1.49070 3.36297 -0.43922
C 0.63581 4.63239 0.58235
C 1.01876 3.81544 -2.14857
H 6.45245 2.20558 -2.45901
H 5.29779 2.10459 -3.80555
H 5.84600 0.62451 -3.00738
H 5.85094 1.79053 0.10062
H 5.23476 0.15842 -0.23336
H 4.25080 1.28273 0.70411
H 4.04808 4.12223 -2.32219
H 5.23360 3.88460 -1.03997
H 3.05268 5.16759 -0.40126
H 3.56762 3.87822 0.67680
H 1.00791 5.62340 0.32484
H 0.84127 4.43640 1.63535
H -0.44361 4.63342 0.44717
H 1.21431 4.87160 -2.33803
H -0.04063 3.61630 -2.31007
H 1.58726 3.20274 -2.84797
C -1.75984 -1.09909 4.47608
C -1.87762 -1.17926 3.07176
C -1.04318 -0.45876 2.26626
C -0.03051 0.37528 2.80416
C 0.85592 1.14587 1.99778
C 1.81666 1.91604 2.59114
C 1.95040 1.96538 4.00000
C 1.10898 1.24638 4.79381
C 0.09651 0.43875 4.22186
C -0.79420 -0.31084 5.03039
H -2.43331 -1.66654 5.10645
H -2.62413 -1.83160 2.63480
H -1.12763 -0.52264 1.19021
H 2.50662 2.50216 1.99624
H 2.72724 2.58078 4.43842
H 1.20271 1.27833 5.87364
H -0.68986 -0.24991 6.10804
C -5.28884 -3.85532 2.02029
C -6.34336 -2.76232 1.89250
S -6.29311 -1.96110 0.28505
O -5.57960 -2.81425 -0.63895
O -7.60994 -1.49369 -0.04702
C -5.24538 -0.51254 0.53847
C -4.80708 0.00070 -0.83796
N -3.51977 0.69972 -0.78315
C -2.31769 0.11144 -0.91891
N -1.32789 0.99705 -0.79445
C -1.93089 2.20192 -0.55550
C -3.27484 2.03446 -0.53738
N -4.25300 3.03820 -0.22987
O -3.85931 4.18720 -0.24338
O -5.38704 2.67762 0.03436
C -2.16520 -1.32668 -1.26218
H -5.37575 -4.35236 2.98638
H -4.28089 -3.44900 1.93115
H -5.41409 -4.59340 1.23148
H -6.22765 -1.96438 2.62891
H -7.35669 -3.15813 1.96030
H -4.38720 -0.82781 1.13995
H -5.83202 0.23037 1.07587
H -5.54938 0.68131 -1.23210
H -4.70171 -0.83815 -1.52147
H -1.38674 3.11405 -0.41843
H -2.62152 -1.52959 -2.23369
H -2.66576 -1.97199 -0.53495
H -1.10906 -1.57908 -1.31589
C 0.79205 -4.35400 0.24583
C 0.82706 -2.86652 0.50239
O 0.98480 -2.18691 -0.75970
P 1.72774 -0.76055 -0.97341
O 1.18840 -0.32241 -2.40874
C 1.42933 -1.00404 -3.66415
C 0.33826 -2.00296 -3.98790
O 3.22558 -1.24525 -1.29333
C 3.84807 -2.48876 -0.91774
C 4.19277 -3.28650 -2.15635
H 0.66496 -4.88532 1.19040
H 1.71485 -4.69921 -0.22213
H -0.04177 -4.60374 -0.41127
H 1.63562 -2.59832 1.18767
H -0.10726 -2.54286 0.95771
H 2.40872 -1.47898 -3.62900
H 1.46062 -0.21445 -4.41122
H 0.29459 -2.78881 -3.23466
H 0.54265 -2.45821 -4.95818
H -0.63197 -1.50484 -4.03590
H 3.18837 -3.06010 -0.26863
H 4.74601 -2.23882 -0.35400
H 3.29844 -3.72626 -2.60245
H 4.88627 -4.08892 -1.89969
H 4.67189 -2.64234 -2.89596
*
```

Here are the Mulliken charges for atoms 1 to 4, given in e:
1 Cu 1.691
2 C -1.359
3 P 0.773
4 C -0.978

=====

[2]
Formula: C22H44BrCl30NO4
Source: OMol25
Level of theory: the ωB97M-V functional and the def2-TZVPD basis

- Orbital gap: 9.75 eV
- F_max: 1.19 eV Å⁻¹
- HOMO: -9.89 eV

```
! RIJCOSX wB97M-V def2-TZVPD def2/J DEFGRID3
* xyz 0 1
C 0.40720 7.97977 0.70445
C 1.48847 7.39242 1.63188
C 1.24765 5.94091 2.04175
Br 1.00760 4.89898 0.37342
C 2.50214 5.38982 2.83043
O 3.14479 4.32276 2.18375
C 3.02649 3.06323 2.82789
C 1.59236 2.54431 3.01103
O 1.60583 1.49864 3.99279
C 1.60847 1.96609 5.30172
O 0.42227 1.57943 5.97777
N 0.76590 0.77107 7.10707
O 0.39577 1.25082 8.10061
H -0.54654 7.46456 0.82340
H 0.68118 7.86837 -0.34393
H 0.29450 9.04531 0.90482
H 1.53171 7.99757 2.54250
H 2.45612 7.44304 1.12976
H 0.32833 5.79656 2.59895
H 3.18424 6.23672 2.91979
H 2.16752 5.10037 3.82970
H 3.59711 3.04353 3.76476
H 3.52724 2.36019 2.16155
H 1.22151 2.14860 2.06803
H 0.88783 3.30795 3.35275
H 1.73008 3.05130 5.34908
H 2.46364 1.52419 5.82901
C -1.77834 2.59458 1.42136
Cl -1.73492 4.10535 2.32939
Cl -1.86660 1.19069 2.48510
H -2.64098 2.58208 0.76576
H -0.86071 2.52891 0.84812
C -4.44856 -1.28696 3.01262
Cl -4.59703 -1.29835 1.25314
Cl -5.94584 -1.79848 3.80543
H -3.65656 -1.96967 3.29882
H -4.21302 -0.27895 3.33436
C -7.01026 -1.27451 -1.92133
Cl -7.40331 0.37518 -1.41205
Cl -5.27936 -1.60766 -1.79071
H -7.54333 -1.97112 -1.28765
H -7.31061 -1.40071 -2.95503
C 0.04961 -1.28535 0.54800
Cl 0.55242 0.37143 0.20579
Cl -1.43555 -1.69005 -0.31220
H 0.83110 -1.96003 0.22165
H -0.11480 -1.38542 1.61483
C 3.34049 -4.04364 1.58105
Cl 2.14642 -3.41383 2.72102
Cl 2.97089 -3.57946 -0.08203
H 4.31445 -3.64375 1.84113
H 3.34485 -5.12588 1.64383
C 5.88299 -1.80219 -1.88983
Cl 6.18618 -2.52056 -0.30468
Cl 7.22886 -0.78898 -2.42215
H 5.74285 -2.60112 -2.60851
H 4.99030 -1.19020 -1.82559
C -6.01830 3.15858 -0.95030
Cl -6.33068 4.82125 -0.43597
Cl -4.28794 2.84229 -1.14306
H -6.40815 2.48398 -0.19684
H -6.51321 2.99315 -1.90298
C 5.22180 3.11136 -0.36466
Cl 5.03648 1.42563 0.14326
Cl 6.91932 3.60344 -0.40317
H 4.80634 3.21846 -1.35943
H 4.68919 3.74383 0.33878
C 9.65350 -4.43394 1.15750
Cl 9.54375 -4.44180 -0.60452
Cl 8.15288 -4.98585 1.91462
H 10.45502 -5.09792 1.45814
H 9.85569 -3.42215 1.48835
C -8.16683 4.92823 -4.05979
Cl -8.28735 3.26165 -3.47610
Cl -6.48597 5.44207 -4.22811
H -8.64667 4.98731 -5.02930
H -8.66223 5.57848 -3.34847
C -0.24758 -2.21308 -3.91508
Cl -1.94892 -2.61598 -3.64322
Cl 0.80734 -2.84859 -2.64315
H 0.05847 -2.64743 -4.86125
H -0.14798 -1.13440 -3.94375
C -6.67925 -5.17998 -2.51686
Cl -7.99329 -4.58204 -1.49365
Cl -6.89404 -4.70017 -4.20369
H -5.74571 -4.76471 -2.15430
H -6.66156 -6.26164 -2.45963
C -0.81947 -5.87343 -4.59616
Cl -0.44420 -5.58768 -6.29966
Cl -2.02941 -7.14495 -4.37923
H 0.09093 -6.16846 -4.08735
H -1.20614 -4.95035 -4.18287
C 2.80860 -4.11516 -8.54799
Cl 2.44018 -5.84003 -8.63465
Cl 2.19964 -3.37809 -7.05935
H 3.88410 -3.98872 -8.57899
H 2.34469 -3.61882 -9.39190
C -0.09788 -6.42921 4.35959
Cl 0.10978 -6.21392 2.61785
Cl -1.24182 -7.72244 4.73506
H 0.86268 -6.67921 4.79405
H -0.47223 -5.50301 4.77935
*
```

Here are the Mulliken charges for atoms 1 to 4, given in e:
1 C -1.228
2 C -0.504
3 C -0.040
4 Br -0.175

=====

Q: Among the records above, which one has the highest F_max?
A: C22H44BrCl30NO4